Molecular formula: C38H36FN6O5S5Zr
Method: DFT, ωB97M-V/def2-TZVPD

Each line ends with the Mulliken charge.
CARTESIAN COORDINATES (ANGSTROEM)
1 Zr 0.015 -0.286 0.773  0.258
2 C 2.291 1.138 -2.592  -0.576
3 C 3.232 0.045 -2.097  -1.099
4 S 2.678 -0.927 -0.663  0.247
5 C 2.883 -2.619 -1.288  -0.581
6 C 2.194 -3.005 -2.596  -1.166
7 S 0.408 -2.761 -2.548  0.236
8 C 0.082 -1.846 -4.066  -0.880
9 C 0.812 -0.521 -4.260  -0.800
10 S 0.587 0.659 -2.900  -0.045
11 H 2.232 1.938 -1.858  0.110
12 H 2.724 1.567 -3.499  0.589
13 H 3.444 -0.672 -2.889  0.538
14 H 4.182 0.507 -1.826  0.578
15 H 3.958 -2.783 -1.392  0.602
16 H 2.549 -3.259 -0.470  0.121
17 H 2.623 -2.458 -3.435  0.447
18 H 2.413 -4.060 -2.770  0.584
19 H 0.263 -2.483 -4.934  0.449
20 H -0.996 -1.676 -4.021  0.394
21 H 1.881 -0.686 -4.392  0.341
22 H 0.453 -0.061 -5.182  0.546
23 C 2.836 6.092 5.057  -1.030
24 C 1.586 6.025 4.195  -0.991
25 N 1.213 4.646 3.855  0.142
26 C 1.528 4.163 2.634  0.303
27 C 1.270 2.895 2.222  -0.770
28 C 1.609 2.463 0.835  0.295
29 O 2.495 2.988 0.205  -0.689
30 O 0.777 1.552 0.373  -0.753
31 C 0.722 1.951 3.137  1.042
32 O 0.551 0.752 2.882  -0.313
33 C 0.348 2.479 4.449  1.040
34 C -0.323 1.634 5.335  -0.564
35 C -0.744 2.132 6.532  0.148
36 F -1.447 1.348 7.376  -0.358
37 C -0.503 3.459 6.907  -1.589
38 C 0.161 4.292 6.031  -0.796
39 C 0.585 3.819 4.780  0.415
40 N -0.973 3.994 8.149  0.397
41 C -2.375 4.384 8.120  -0.489
42 C -2.678 5.292 9.295  -0.845
43 N -2.306 4.582 10.572  -0.150
44 C -0.866 4.129 10.560  -0.884
45 C -0.661 3.238 9.352  -0.461
46 H 3.072 7.130 5.292  0.385
47 H 3.686 5.661 4.529  0.342
48 H 2.709 5.549 5.994  0.318
49 H 1.740 6.548 3.254  0.464
50 H 0.734 6.507 4.675  0.401
51 H 2.014 4.856 1.958  0.544
52 H -0.535 0.616 5.032  0.687
53 H 0.348 5.308 6.349  0.425
54 H -3.047 3.510 8.141  0.338
55 H -2.586 4.929 7.202  0.472
56 H -3.733 5.552 9.355  0.414
57 H -2.073 6.196 9.258  0.354
58 H -2.907 3.761 10.681  0.403
59 H -2.483 5.184 11.376  0.352
60 H -0.676 3.607 11.495  0.433
61 H -0.258 5.030 10.502  0.350
62 H -1.277 2.334 9.462  0.405
63 H 0.379 2.917 9.327  0.449
64 S -2.059 0.198 2.207  -0.504
65 C -2.833 -1.242 1.543  0.919
66 C -3.413 -2.172 2.397  -1.359
67 C -3.974 -3.341 1.903  0.562
68 C -4.547 -4.282 2.826  -0.207
69 N -4.987 -5.011 3.597  -0.523
70 C -3.947 -3.591 0.525  0.607
71 C -3.342 -2.679 -0.325  -0.897
72 C -2.776 -1.505 0.162  0.839
73 S -1.896 -0.431 -0.925  -0.389
74 C -4.493 -4.808 -0.010  -0.332
75 N -4.932 -5.778 -0.441  -0.526
76 H -3.427 -1.986 3.462  0.572
77 H -3.277 -2.905 -1.380  0.473
78 O -0.991 -4.398 -0.228  -0.548
79 C -0.221 -3.977 0.586  -0.493
80 N 0.097 -2.625 0.839  1.175
81 C 1.037 -2.585 1.789  0.898
82 O 1.476 -1.458 2.121  -0.833
83 C 1.402 -3.931 2.276  -0.048
84 C 2.280 -4.381 3.240  -0.570
85 C 2.353 -5.759 3.430  -0.586
86 C 1.573 -6.632 2.678  -0.548
87 C 0.693 -6.163 1.704  -0.595
88 C 0.628 -4.800 1.524  0.377
89 H 2.885 -3.696 3.819  0.553
90 H 3.026 -6.162 4.176  0.437
91 H 1.653 -7.696 2.859  0.439
92 H 0.077 -6.833 1.118  0.579

The net charge is +1. For the highest occupied orbital energy, the calculation gives -9.0 eV. Its HOMO-LUMO gap is 0.209 hartree. The relative energy (zero: lowest compared OMol25 entry of this formula, charge and spin) comes out at 50.3 kcal per mole.